1.
Formula: C42H42FeN6O2PS
Source: the OMol25 dataset
Level of theory: ωB97M-V with the def2-TZVPD basis set

Summary:
LUMO energy (spin up / spin down)	-3.21 / -3.21	eV
net charge	+1
gap between HOMO and LUMO (spin up / spin down)	6.3 / 6.3	eV
HOMO level (spin up / spin down)	-9.497 / -9.499	eV

Each line ends with the Löwdin charge.
CARTESIAN COORDINATES (ANGSTROEM)
Fe -0.460 -0.411 0.947  0.410
C 2.299 0.244 2.957  -0.141
N 1.278 1.209 2.654  -0.164
C 0.372 1.477 3.754  -0.130
C -0.926 2.009 3.204  -0.254
C -1.591 3.037 3.850  -0.009
C -2.789 3.501 3.331  -0.037
C -3.276 2.919 2.176  -0.025
C -2.553 1.889 1.599  -0.139
N -1.405 1.427 2.097  0.082
C 1.826 2.458 2.074  -0.082
C 1.589 2.535 0.571  -0.275
C 2.632 2.095 -0.281  0.012
C 1.293 1.433 -2.417  -0.145
C 0.125 3.632 -2.260  -0.169
C -0.241 2.795 -0.983  -0.248
N 0.390 2.929 0.299  0.162
C 2.775 -0.430 1.700  -0.257
C 4.060 -0.960 1.650  -0.012
C 4.505 -1.558 0.489  -0.034
C 3.659 -1.563 -0.611  -0.029
C 2.402 -1.012 -0.474  -0.150
N 1.929 -0.487 0.664  0.085
H 1.893 -0.522 3.624  0.101
H 3.161 0.691 3.473  0.135
H 0.789 2.183 4.483  0.132
H 0.162 0.544 4.283  0.127
H -1.169 3.474 4.746  0.118
H -3.326 4.305 3.818  0.115
H -4.207 3.237 1.729  0.117
H -2.925 1.398 0.714  0.057
H 2.889 2.560 2.326  0.128
H 1.287 3.300 2.505  0.127
H 3.606 1.938 0.169  0.118
H 1.418 0.540 -3.023  0.134
H -0.782 4.146 -2.573  0.142
H -1.293 2.996 -0.807  0.104
H 4.698 -0.888 2.522  0.123
H 5.499 -1.981 0.429  0.118
H 3.965 -1.984 -1.559  0.120
H 1.739 -0.973 -1.324  0.090
C 0.225 -2.616 3.627  -0.053
C 0.254 -3.757 2.611  -0.362
C -1.149 -4.259 2.277  -0.049
C 1.040 -3.372 1.349  -0.238
C 1.386 -4.603 0.506  -0.061
O 0.937 -4.267 -0.813  0.003
C 0.357 -3.054 -0.757  -0.307
N 0.345 -2.475 0.383  0.114
C -0.068 -2.588 -2.106  -0.113
C 0.102 -3.519 -3.141  0.004
C -0.179 -3.199 -4.454  -0.040
C -0.638 -1.930 -4.771  -0.038
C -0.820 -1.004 -3.763  -0.079
C -0.545 -1.306 -2.429  -0.288
P -0.973 0.009 -1.233  1.134
C -0.088 1.496 -1.797  -0.351
C 0.277 2.325 -3.036  -0.085
C 1.235 4.632 -2.206  0.006
C 2.570 4.393 -2.195  -0.083
C 3.220 3.145 -2.074  0.043
C 2.589 1.842 -1.742  -0.285
C -2.725 0.208 -1.735  -0.350
C -3.461 -0.951 -1.992  -0.128
C -4.795 -0.878 -2.351  -0.065
C -5.420 0.356 -2.457  -0.063
C -4.700 1.511 -2.205  -0.060
C -3.362 1.439 -1.842  -0.086
H -0.399 -2.878 4.482  0.094
H -0.201 -1.712 3.187  0.050
H 1.230 -2.400 3.997  0.075
H 0.823 -4.580 3.059  0.145
H -1.754 -3.435 1.908  0.037
H -1.624 -4.675 3.165  0.090
H -1.132 -5.042 1.516  0.080
H 1.950 -2.853 1.658  0.127
H 0.858 -5.496 0.832  0.126
H 2.453 -4.814 0.460  0.135
H 0.466 -4.506 -2.901  0.122
H -0.042 -3.941 -5.230  0.116
H -0.874 -1.670 -5.795  0.117
H -1.222 -0.027 -4.004  0.116
H -0.030 2.206 -4.067  0.144
H 0.930 5.672 -2.220  0.109
H 3.213 5.263 -2.274  0.110
H 4.304 3.142 -2.096  0.120
H 3.304 1.043 -1.948  0.131
H -2.990 -1.923 -1.907  0.110
H -5.349 -1.787 -2.545  0.114
H -6.464 0.416 -2.731  0.112
H -5.178 2.479 -2.289  0.111
H -2.827 2.355 -1.649  0.088
O -4.575 -0.256 0.781  -0.528
S -3.616 -1.263 1.235  0.760
N -2.161 -1.028 1.193  -0.491

---

2.
Formula: C30H51IrNOP3
Source: the OMol25 dataset
Level of theory: ωB97M-V with the def2-TZVPD basis set

Summary:
<S²>	8.79
spin multiplicity	6
LUMO energy (spin up / spin down)	-8.74 / -13.10	eV
net charge	+3
gap between HOMO and LUMO (spin up / spin down)	5.5 / 3.9	eV
HOMO level (spin up / spin down)	-14.204 / -16.985	eV

Each line ends with the Mulliken spin population.
CARTESIAN COORDINATES (ANGSTROEM)
Ir -0.069 0.042 -0.086  0.568
P 0.111 -1.984 -1.107  0.033
P 0.373 2.156 0.622  0.084
N 1.404 0.540 -1.621  0.005
C 1.705 -1.857 -2.053  -0.017
H 2.371 -2.704 -1.837  -0.015
H 1.481 -1.885 -3.131  0.003
C 2.420 -0.553 -1.745  0.104
H 3.010 -0.602 -0.815  -0.034
H 3.108 -0.283 -2.564  0.000
C 1.999 1.934 -1.568  0.016
H 1.368 2.566 -2.216  0.004
H 2.999 1.887 -2.024  -0.001
C 2.043 2.431 -0.140  0.040
H 2.322 3.490 -0.109  0.006
H 2.785 1.859 0.440  -0.036
C 0.531 2.741 2.405  -0.007
C 0.704 1.540 3.314  0.148
H 1.723 1.139 3.244  -0.028
H -0.033 0.769 3.030  -0.024
H 0.509 1.785 4.371  0.011
C -0.739 3.438 -0.137  0.024
C -2.200 3.248 0.320  -0.007
H -2.867 3.328 -0.549  0.000
H -2.500 4.026 1.034  0.001
H -2.402 2.266 0.774  0.005
C -1.168 -2.444 -2.372  0.019
C -2.419 -3.073 -1.728  -0.003
H -3.269 -2.943 -2.414  0.001
H -2.709 -2.602 -0.774  0.003
H -2.287 -4.152 -1.561  0.001
C 0.348 -3.532 -0.115  0.027
C -0.788 -3.764 0.886  0.050
H -0.441 -4.506 1.612  0.003
H -1.688 -4.196 0.432  0.001
H -1.065 -2.842 1.419  -0.001
C -1.513 -0.323 1.007  -0.045
C -0.216 4.886 0.052  0.006
H 0.624 4.989 0.762  -0.001
H 0.134 5.282 -0.914  0.000
H -1.029 5.544 0.396  0.001
C -0.581 -3.320 -3.517  0.003
H -1.279 -4.128 -3.785  0.001
H -0.389 -2.710 -4.416  -0.001
H 0.375 -3.801 -3.260  -0.001
C 0.606 -4.801 -0.935  0.006
H 0.829 -5.632 -0.244  -0.001
H -0.279 -5.083 -1.527  0.001
H 1.476 -4.691 -1.599  0.000
C -0.686 3.519 2.911  0.003
H -1.608 2.932 2.776  -0.001
H -0.573 3.701 3.991  0.000
H -0.786 4.484 2.399  0.001
H 1.460 3.340 2.453  0.001
H 1.285 -3.297 0.426  -0.011
H -0.691 3.203 -1.216  0.004
H -1.459 -1.461 -2.786  -0.007
O -2.481 -0.522 1.628  0.011
H 0.809 0.522 -2.454  0.003
H -1.117 0.611 -1.229  0.198
C 0.624 -3.273 3.566  0.124
P 1.022 -1.704 2.653  0.217
C 1.081 -0.951 4.334  0.444
C 2.320 -0.883 4.976  0.015
C 2.345 -0.575 6.355  0.192
C 1.132 -0.354 7.026  0.246
C -0.120 -0.447 6.389  0.065
C -0.145 -0.772 5.022  0.171
C 2.756 -2.155 2.181  0.465
C 3.072 -3.514 2.022  0.214
C 4.376 -3.954 1.882  0.346
C 5.411 -2.988 1.728  0.470
C 5.076 -1.630 1.676  0.136
C 3.765 -1.206 1.846  0.469
H -0.403 -3.117 3.936  -0.012
H 1.317 -3.295 4.422  0.004
H 0.660 -4.200 2.996  0.009
H 3.218 -1.107 4.426  0.027
H 3.301 -0.525 6.859  0.000
H 1.152 -0.110 8.088  -0.017
H -1.053 -0.289 6.921  0.003
H -1.087 -0.892 4.498  0.003
H 2.291 -4.269 2.062  0.143
H 4.597 -5.016 1.925  -0.005
H 6.425 -3.314 1.647  0.026
H 5.878 -0.882 1.537  -0.004
H 3.516 -0.152 1.774  0.096

---

3.
Formula: C39H52BBiCl2N8O6S2
Source: the OMol25 dataset
Level of theory: ωB97M-V with the def2-TZVPD basis set

Summary:
LUMO energy	0.21	eV
net charge	0
gap between HOMO and LUMO	8.6	eV
ΔE to the lowest compared entry with this formula, charge and spin	25.17	kcal/mol
HOMO level	-8.370	eV

Each line ends with the Löwdin charge.
CARTESIAN COORDINATES (ANGSTROEM)
Bi -0.252 0.451 0.485  2.112
C 4.251 -2.733 -0.658  -0.012
C 3.707 -1.536 0.033  -0.265
C 4.257 -0.868 1.106  0.011
C 3.372 0.178 1.395  -0.254
N 2.329 0.106 0.568  0.017
N 2.550 -0.918 -0.277  0.023
B 1.704 -1.189 -1.523  -0.559
N 1.202 0.126 -2.138  0.022
N 0.977 1.240 -1.414  -0.053
C 0.794 2.257 -2.259  -0.238
C 0.888 1.776 -3.563  0.049
C 1.125 0.418 -3.447  -0.251
C 1.212 -0.575 -4.546  -0.005
C 0.645 3.696 -1.861  -0.528
C 0.467 3.808 -0.353  -0.053
C 1.942 4.422 -2.257  -0.029
C -0.569 4.315 -2.563  -0.022
N 0.544 -2.124 -1.152  0.028
N -0.353 -1.843 -0.181  -0.026
C -1.215 -2.871 -0.096  -0.212
C -0.825 -3.837 -1.024  0.035
C 0.287 -3.336 -1.672  -0.261
C 1.077 -4.003 -2.740  -0.004
C -2.410 -3.019 0.805  -0.508
C -2.838 -4.493 0.865  -0.051
C -3.569 -2.218 0.200  -0.020
C -2.080 -2.570 2.228  -0.040
C 3.712 1.315 2.319  -0.525
C 5.002 1.942 1.756  -0.034
C 3.954 0.833 3.754  -0.022
C 2.619 2.376 2.322  -0.030
H 5.202 -3.003 -0.210  0.084
H 3.567 -3.574 -0.563  0.081
H 4.407 -2.538 -1.716  0.082
H 5.177 -1.092 1.606  0.115
H 2.379 -1.743 -2.320  0.117
H 0.795 2.334 -4.471  0.117
H 1.094 -0.058 -5.495  0.087
H 2.163 -1.102 -4.536  0.082
H 0.410 -1.306 -4.453  0.072
H 1.374 3.487 0.143  0.055
H 0.265 4.837 -0.063  0.104
H -0.350 3.174 -0.033  0.020
H 2.791 3.946 -1.769  0.087
H 2.104 4.398 -3.331  0.082
H 1.898 5.460 -1.936  0.086
H -1.464 3.734 -2.351  0.079
H -0.720 5.329 -2.202  0.086
H -0.430 4.356 -3.640  0.081
H -1.297 -4.779 -1.204  0.112
H 0.632 -4.967 -2.970  0.088
H 1.091 -3.405 -3.648  0.070
H 2.106 -4.164 -2.426  0.074
H -3.247 -4.823 -0.086  0.082
H -1.997 -5.126 1.136  0.087
H -3.614 -4.610 1.616  0.092
H -3.820 -2.608 -0.786  0.088
H -4.441 -2.287 0.845  0.090
H -3.297 -1.173 0.106  0.053
H -1.396 -3.277 2.699  0.090
H -1.626 -1.586 2.230  0.025
H -2.992 -2.522 2.818  0.090
H 5.795 1.203 1.682  0.077
H 4.817 2.345 0.762  0.092
H 5.344 2.746 2.403  0.085
H 4.787 0.138 3.814  0.085
H 4.176 1.691 4.383  0.092
H 3.069 0.338 4.144  0.044
H 3.005 3.311 2.721  0.101
H 2.278 2.526 1.306  0.046
H 1.775 2.063 2.923  0.053
C -2.598 3.666 0.895  -0.076
C -1.851 3.267 2.102  -0.644
N -1.037 2.273 2.229  -0.049
C -0.639 2.070 3.520  -0.378
C -1.078 3.026 4.388  -0.317
S -2.081 4.150 3.584  1.106
C 0.038 0.850 3.910  -0.391
C 0.278 0.457 5.196  -0.321
S 0.945 -1.119 5.233  1.094
C 0.883 -1.153 3.493  -0.632
N 0.402 -0.076 2.979  -0.021
C 1.419 -2.298 2.727  -0.062
H -3.641 3.791 1.180  0.093
H -2.234 4.618 0.513  0.085
H -2.559 2.899 0.126  0.050
H -0.905 3.096 5.439  0.074
H 0.078 0.983 6.104  0.077
H 1.208 -3.229 3.247  0.084
H 2.502 -2.197 2.630  0.079
H 0.983 -2.314 1.731  0.058
Cl -4.945 -3.622 -5.246  0.667
C -4.261 -2.329 -4.325  -0.676
C -2.951 -2.428 -3.883  -0.100
C -2.424 -1.405 -3.123  -0.028
C -3.192 -0.296 -2.785  -0.122
C -4.490 -0.197 -3.266  -0.003
C -5.027 -1.210 -4.040  -0.095
C -2.621 0.738 -1.848  -0.575
O -3.155 1.812 -1.663  0.063
O -1.508 0.332 -1.326  -0.270
H -2.360 -3.302 -4.111  0.102
H -1.410 -1.461 -2.766  0.092
H -5.077 0.671 -3.015  0.121
H -6.041 -1.145 -4.404  0.104
O -2.494 0.070 3.702  -0.313
Cl -3.408 0.452 2.680  0.667
O -3.864 1.771 2.930  -0.313
O -4.488 -0.448 2.625  -0.282
O -2.714 0.431 1.404  -0.476

---

4.
Formula: C21H35BF2NO6PSi2
Source: the OMol25 dataset
Level of theory: ωB97M-V with the def2-TZVPD basis set

Summary:
SMILES	COCCC[Si@](CC(=O)O)(O[SiH2]B(O)N(C)C)P(C)O.Fc1ccccc1.Fc1ccccc1
LUMO energy	0.31	eV
net charge	0
gap between HOMO and LUMO	8.8	eV
HOMO level	-8.452	eV

Each line ends with the Löwdin charge.
CARTESIAN COORDINATES (ANGSTROEM)
C 2.434 1.071 2.354  -0.110
O 2.039 -0.269 2.548  -0.187
C 2.001 -1.008 1.336  -0.246
C 0.845 -1.998 1.349  -0.209
C -0.495 -1.418 1.818  -0.242
Si -1.338 -0.148 0.735  0.378
C -2.811 -0.835 -0.230  -0.177
C -2.604 -2.177 -0.875  -0.623
O -1.643 -2.864 -0.739  0.092
O -3.606 -2.609 -1.663  0.107
O -0.302 0.651 -0.291  -0.397
Si 0.090 0.278 -1.868  0.650
B 0.524 1.946 -2.928  -0.645
O 1.765 2.071 -3.522  0.084
N -0.412 2.988 -3.160  -0.125
C 0.144 4.331 -3.396  -0.057
C -1.617 2.991 -2.327  -0.095
P -2.288 1.330 2.150  0.763
C -1.021 2.648 2.175  -0.333
O -3.416 2.055 1.129  -0.405
H 3.439 1.135 1.915  0.081
H 2.447 1.560 3.328  0.091
H 1.742 1.600 1.687  0.067
H 1.922 -0.318 0.490  0.080
H 2.943 -1.562 1.222  0.126
H 0.752 -2.424 0.345  0.103
H 1.114 -2.830 2.009  0.113
H -1.208 -2.245 1.911  0.062
H -0.378 -0.991 2.818  0.074
H -3.637 -0.917 0.490  0.096
H -3.143 -0.107 -0.978  0.087
H -4.322 -1.957 -1.671  0.116
H -1.028 -0.466 -2.506  -0.007
H 1.271 -0.631 -1.870  -0.012
H 2.401 1.418 -3.201  0.074
H 1.061 4.496 -2.825  0.078
H -0.585 5.080 -3.084  0.082
H 0.360 4.479 -4.455  0.089
H -1.412 3.207 -1.273  0.084
H -2.322 3.742 -2.690  0.088
H -2.119 2.024 -2.400  0.068
H -1.496 3.547 2.573  0.033
H -0.574 2.861 1.203  0.021
H -0.241 2.346 2.880  0.026
H -4.275 2.050 1.580  0.032
F 3.113 2.618 -0.521  0.050
C 4.276 2.605 -1.211  -0.293
C 5.100 1.505 -1.082  -0.017
C 6.287 1.484 -1.802  -0.080
C 6.626 2.547 -2.627  -0.093
C 5.774 3.639 -2.735  -0.076
C 4.584 3.676 -2.025  -0.015
H 4.814 0.690 -0.430  0.111
H 6.947 0.631 -1.716  0.106
H 7.551 2.525 -3.186  0.102
H 6.035 4.468 -3.379  0.106
H 3.902 4.511 -2.099  0.117
F -5.468 -6.878 4.116  0.052
C -4.647 -6.144 3.335  -0.288
C -5.188 -5.447 2.274  -0.016
C -4.335 -4.695 1.477  -0.074
C -2.973 -4.653 1.743  -0.085
C -2.461 -5.366 2.818  -0.074
C -3.298 -6.121 3.627  -0.016
H -6.251 -5.500 2.082  0.116
H -4.738 -4.146 0.636  0.098
H -2.329 -4.056 1.114  0.071
H -1.400 -5.338 3.030  0.106
H -2.922 -6.684 4.470  0.117

---

Question: What is the net charge in the third record?
Answer: 0

---

Question: Look up the net charge of the fourth one.
Answer: 0

---

Question: Look up the net charge of the fourth one.
Answer: 0